Entry 1:
{
  "formula": "C11H15N",
  "method": "ωB97M-V/def2-TZVPD",
  "elements": ["C", "C", "C", "C", "C", "C", "C", "C", "C", "N", "H", "H", "H", "H", "H", "H", "H", "H", "H", "C", "C", "H", "H", "H", "H", "H", "H"],
  "positions_angstrom": [[2.4056, -1.1730, -0.8637], [-0.0752, -0.8577, -0.3263], [0.9592, -1.2728, -1.1949], [-1.3060, -0.8125, -1.0659], [0.4197, -1.5368, -2.4524], [-0.0790, -0.5126, 1.0541], [-2.5052, -0.3092, -0.5799], [-1.3384, -0.1078, 1.5749], [-2.4875, -0.0404, 0.8280], [-0.9018, -1.1126, -2.3811], [0.6969, -0.7706, 1.7516], [2.6516, -0.0952, -0.9514], [3.0562, -1.5744, -1.6395], [0.8964, -1.9970, -3.3018], [-1.5529, -1.2453, -3.1422], [-3.3932, -0.2366, -1.1930], [-1.3279, 0.1643, 2.6191], [-3.4205, 0.2947, 1.2507], [2.7300, -1.5724, 0.0966], [1.3406, 2.9482, 1.4929], [2.0650, 3.1268, 2.8153], [0.3541, 2.5016, 1.5692], [1.1991, 3.9320, 1.0410], [1.8146, 2.3168, 0.7331], [1.5881, 3.9678, 3.3065], [3.1459, 3.1705, 2.8817], [1.8451, 2.3149, 3.5453]],
  "forces_ev_per_angstrom": [[0.5, 0.8, -0.7], [-0.4, -0.4, -0.3], [-0.2, -0.6, -0.2], [2.3, 0.3, -1.4], [0.6, 0.7, 1.1], [-1.0, 0.3, 0.2], [0.2, -0.5, 0.2], [0.7, -0.2, 0.0], [-0.4, 0.5, -0.4], [-1.6, -0.6, -0.1], [0.5, 0.1, 0.0], [0.1, -0.2, 0.7], [-0.1, -0.6, -0.1], [-0.3, 0.2, -0.2], [0.1, 0.0, 0.3], [-0.1, 0.0, 0.1], [-0.4, 0.0, 0.3], [-0.1, 0.1, 0.4], [-0.2, 0.1, 0.1], [0.3, 0.0, -1.0], [-1.1, -1.2, 1.4], [-0.1, 0.0, 0.5], [0.0, 0.0, -0.2], [0.3, 0.1, 0.4], [0.4, 0.5, 0.2], [0.2, 0.5, -0.7], [-0.1, 0.1, -0.7]],
  "orbital_gap_ev": [3.0743, 6.2534],
  "charge": -1,
  "spin_multiplicity": 2,
  "largest_force_ha_per_bohr": 0.0526,
  "e_above_lowest_kcal_mol": 13.0,
  "e_lumo_ev": [3.66, 3.63]
}

=====

Entry 2:
{
  "formula": "FH3OSi",
  "method": "ωB97M-V/def2-TZVPD",
  "elements": ["O", "F", "Si", "H", "H", "H"],
  "positions_angstrom": [[0.8919, 1.3983, -0.3531], [-2.3260, -0.2034, -0.0550], [1.1300, -0.0581, -0.0115], [1.2762, -0.6286, 1.4068], [1.0032, -1.2261, -0.8487], [-1.9753, 0.7179, -0.1385]],
  "forces_ev_per_angstrom": [[0.0, 0.1, -0.2], [1.2, 2.7, -0.2], [-0.5, -0.6, 1.7], [0.1, 0.7, -0.8], [0.1, -0.3, -0.8], [-1.0, -2.6, 0.2]],
  "orbital_gap_ev": 10.3856,
  "smiles": "O=[SiH2].F",
  "spin_multiplicity": 1,
  "largest_force_ha_per_bohr": 0.0579,
  "e_above_lowest_kcal_mol": 80.0,
  "e_lumo_ev": -0.56
}